Record 1
Computed, not measured: 10 unconnected molecules or ions with the total composition C54H129N7O14 in a non-equilibrium geometry, with the ωB97M-V functional and the def2-TZVPD basis.

XYZ file:
```
204
Properties=species:S:1:pos:R:3:forces:R:3
C 16.663339 13.194548 11.672086 0.9102 -0.0085 -0.1873
C 16.893694 14.225076 12.791033 -0.2582 0.3962 -0.7841
C 17.065618 15.568356 12.031267 0.3780 1.2853 1.6122
C 15.693289 14.318095 13.682042 -1.6910 -0.3326 -0.7308
C 15.533962 13.139713 14.613560 0.8515 -0.1455 -0.0357
C 16.827532 13.055440 15.484670 -1.2525 0.3890 0.4750
C 18.130289 13.018771 14.694532 -1.0644 -0.1279 0.6064
C 19.380268 13.391644 15.528988 0.4896 -0.3401 -0.5482
C 18.293212 11.606343 14.176786 0.4862 -0.0593 0.3949
N 17.995289 14.101178 13.734464 1.4106 0.4034 -0.9452
O 19.226899 14.126383 13.012361 -0.1650 -0.3886 -0.8974
H 17.556796 13.210136 11.018792 -0.5597 0.0410 0.0534
H 16.570016 12.159557 11.993278 -0.3703 0.0296 0.1337
H 15.765673 13.547675 11.126668 0.5282 -0.4893 0.0805
H 17.450277 16.326684 12.793439 -0.4028 -0.7741 -1.0032
H 17.769800 15.533427 11.209812 0.3032 -0.2572 -0.0185
H 16.138378 15.985629 11.612757 -0.0024 -0.4618 0.2713
H 15.758090 15.212044 14.259411 0.0710 0.8793 0.5111
H 14.789276 14.400534 13.041200 0.3369 0.0965 0.2824
H 14.647339 13.309845 15.243669 0.3137 -0.2785 -0.0730
H 15.377294 12.242524 13.997878 -0.0361 -0.0173 0.3513
H 16.727923 12.188091 16.156098 0.3371 0.4014 0.0289
H 16.796399 14.004159 16.038220 0.1646 -0.2977 0.4346
H 20.298912 13.221315 14.907707 -0.8584 0.0951 0.4357
H 19.516243 12.705206 16.398986 -0.4281 0.9635 -0.2413
H 19.338279 14.490918 15.690736 0.1260 -0.8073 0.6413
H 18.606717 11.031870 15.073380 -0.0100 -0.0766 -0.8081
H 19.072251 11.682629 13.438780 0.4777 -0.6448 -0.3659
H 17.403136 11.147163 13.750981 -0.0525 0.1222 0.0224
H 19.642328 14.958329 13.243126 0.0513 0.5969 0.4185
C 14.151714 22.316476 11.619436 -0.5831 -0.9915 -0.2650
C 13.321599 21.231461 12.422164 -0.0032 1.3955 0.1250
C 12.277946 21.962223 13.272358 -0.9469 -0.1910 0.9906
C 12.534810 20.242155 11.558701 -0.0536 -0.9017 0.8532
C 13.353237 19.086040 10.999459 -0.3873 0.6331 -0.9704
C 14.126762 18.447680 12.080422 -0.3519 -0.1951 1.5743
C 14.993516 19.381751 12.902692 -0.4007 -0.3234 0.2304
C 15.481108 18.598232 14.139803 0.7204 0.9717 -0.4816
C 16.190628 19.815574 12.078399 1.0265 -0.7257 0.0869
N 14.116841 20.461886 13.419040 0.6940 0.2144 0.2013
O 14.946031 21.424459 14.135726 -0.0884 -0.2217 -0.3054
H 13.560749 23.051035 11.074554 -0.6726 -0.0196 0.3872
H 14.824218 22.864142 12.257515 0.2419 -0.0191 0.3255
H 14.702337 21.861160 10.811300 0.5447 -0.3722 -0.0867
H 12.751415 22.758080 13.860730 -0.2045 -0.1528 -0.1100
H 11.393963 22.368682 12.743182 0.7637 -0.0010 -0.2771
H 11.811070 21.218912 13.976711 0.6524 0.6354 -0.4161
H 11.802242 19.772562 12.289064 0.3068 0.6569 -1.1113
H 12.067295 20.750183 10.710050 -0.3531 0.1229 0.4796
H 12.642687 18.351928 10.591525 0.3493 0.2240 -0.3073
H 13.995461 19.494015 10.208336 -0.0594 -0.3836 -0.1125
H 14.725146 17.605005 11.808702 0.4459 -0.5174 -0.5828
H 13.400785 18.054514 12.792304 -0.2465 -0.2519 0.1454
H 16.019656 17.703546 13.855340 0.3542 -0.0937 -0.2139
H 14.723125 18.276638 14.823164 -0.8843 0.1020 0.2123
H 16.137620 19.293929 14.667243 0.2485 -0.3513 0.2407
H 16.754195 20.572172 12.594339 0.1033 0.6510 0.0982
H 16.001398 20.101588 11.051136 -0.3410 0.2920 -0.0215
H 16.896731 18.969790 11.993982 -0.3085 0.0225 0.0719
H 15.049270 21.176130 15.085055 -0.6184 -0.2236 -0.7029
C 14.341948 19.648229 18.948134 -0.1520 -0.7078 0.9386
C 13.710946 20.926464 18.405932 0.5768 -0.6761 1.1380
C 12.812558 20.574168 17.279061 0.1247 -1.6066 -1.5000
C 12.910685 21.549965 19.532751 0.2223 1.3744 0.3860
C 12.509981 22.974341 19.126078 -0.0108 -1.1660 -0.3682
C 13.755627 23.784696 18.954280 0.9179 -0.2604 0.3337
C 14.660283 23.265121 17.807721 -1.2039 -0.6077 0.5116
C 14.022008 23.620741 16.492561 0.2412 -0.4866 -0.9406
C 15.999872 23.917824 17.851044 0.8123 -0.0107 -0.6154
N 14.860623 21.813371 18.075948 0.5689 -0.3708 -0.9476
O 15.549129 21.219410 16.880579 -1.9927 1.0633 0.5077
H 15.028010 19.838346 19.797698 -0.2610 0.0996 -0.5396
H 13.606255 18.908890 19.302440 -0.2245 0.5259 -0.0205
H 14.844815 19.088286 18.184602 0.6541 -0.0755 -0.5828
H 13.388693 19.984204 16.551279 -0.1609 -0.0680 0.0719
H 11.947108 19.955143 17.544213 0.2607 0.1278 0.3421
H 12.463905 21.382519 16.699827 -0.5547 1.1341 -0.4068
H 12.030577 20.962957 19.825127 0.3410 -0.1514 -0.3085
H 13.557601 21.668129 20.416675 -0.1641 -0.2947 -0.0690
H 11.980510 22.919616 18.180153 -0.4027 0.1510 -0.0848
H 11.852324 23.360584 19.871933 -0.4806 0.6060 0.4775
H 14.334773 23.668031 19.874432 0.0727 0.3199 0.1343
H 13.531141 24.836661 18.814427 0.1407 0.2160 -0.1715
H 14.651240 23.311626 15.677092 0.4765 -0.2696 -0.3742
H 13.999643 24.691894 16.396563 -0.5175 0.5389 0.0872
H 13.078382 23.142906 16.262235 -0.3726 0.3402 0.3122
H 16.528094 23.691596 18.763328 0.1584 0.0773 0.3911
H 15.882490 24.977212 17.704203 -0.0067 0.6131 0.2835
H 16.616722 23.599758 17.001403 -0.0944 -0.1733 0.1872
H 16.370950 20.898277 17.204080 1.0389 -0.3121 0.7128
C 11.260578 9.813870 15.938203 -0.4245 -1.6163 0.5314
O 11.890347 10.919717 16.448104 0.3608 1.3397 0.0220
C 13.210335 10.635835 16.889139 -0.9252 0.6896 -0.6260
C 13.751728 11.846291 17.594753 0.4457 -0.2633 -0.3874
N 13.462547 11.782261 19.023739 1.2618 0.7939 0.8407
C 14.133024 12.964601 19.677150 -0.4575 -0.0708 -2.2636
C 14.079137 12.882026 21.150595 0.3661 -0.9303 -1.0415
O 14.841468 11.714938 21.556127 -0.7571 1.3835 1.0569
C 14.756039 11.738913 22.986443 -0.0044 -0.4003 -0.3237
H 11.030578 9.084291 16.789687 -0.0580 0.6689 -1.1523
H 11.899585 9.299164 15.217626 0.1656 -0.2488 -0.1021
H 10.373225 10.116367 15.383607 -0.2101 0.0069 0.3723
H 13.815852 10.351458 16.024530 0.1357 -0.0842 -0.0353
H 13.101998 9.815206 17.562747 0.4545 -0.9050 0.6806
H 13.372395 12.761128 17.107685 -0.3281 -0.2351 0.5324
H 14.822341 11.889793 17.355248 0.2703 -0.0166 0.3954
H 13.966240 10.980550 19.439112 -0.5163 0.2518 -0.5411
H 13.653524 13.852652 19.188242 0.3718 -0.4320 0.9852
H 15.189897 12.996907 19.379702 0.1099 0.0215 -0.1205
H 13.037584 12.751344 21.384976 -0.5287 0.0133 0.8052
H 14.505325 13.775787 21.567942 0.0408 0.4712 0.5391
H 13.712124 11.774004 23.285116 -0.3193 0.3407 0.1019
H 15.300284 12.587633 23.449031 -0.1352 -0.4264 -0.3345
H 15.087653 10.785975 23.357711 0.6611 -0.2927 0.1600
C 11.434977 14.080465 13.931470 -0.3101 -0.1744 -0.8183
O 10.874521 14.733902 15.054185 0.1752 0.0436 -0.3357
C 10.141054 13.768604 15.789084 -1.8092 0.2736 0.2997
C 9.445757 14.423063 17.028481 -0.1383 0.1188 -1.4878
N 9.126416 13.454398 18.040933 -0.2685 -0.2315 0.0845
C 10.209952 13.182279 18.945257 0.9624 -1.0960 0.5056
C 9.845095 12.137624 19.998597 0.7836 -0.6218 -0.8750
O 9.107294 12.566345 21.092089 -1.0919 0.0227 0.0107
C 9.793918 13.519635 21.828843 0.2117 0.3231 0.9605
H 10.654075 13.823986 13.183537 0.1011 -0.0512 0.4811
H 11.941027 13.143291 14.220080 0.0022 0.3332 -0.0129
H 12.112999 14.731839 13.378364 0.1847 0.1761 0.4573
H 10.813680 12.970720 16.041918 0.2529 -0.4819 0.5712
H 9.325760 13.327620 15.151990 0.6537 0.2909 0.2782
H 8.504704 14.927788 16.693074 0.7701 -0.3615 0.1958
H 10.120616 15.185753 17.390941 0.3211 0.5293 0.2592
H 8.347549 13.771648 18.594766 -0.3326 0.0709 -0.0331
H 10.651190 14.095117 19.396168 -0.0247 -0.2656 -0.1705
H 11.019820 12.595404 18.479225 -0.0886 0.7858 -0.5755
H 10.812107 11.690988 20.338839 -0.5096 0.2000 -0.0397
H 9.278376 11.350862 19.467081 0.1202 0.2833 0.4170
H 9.757192 14.541433 21.391798 0.2539 -0.5674 0.1475
H 10.823394 13.157558 21.982398 0.0619 0.5264 -0.1202
H 9.337492 13.555130 22.822668 -0.0841 0.1299 -0.1313
C 14.431807 16.714219 21.065093 -1.1453 -0.2751 0.8842
O 13.457566 16.204523 22.010506 0.5946 0.2136 -0.2755
C 13.815524 16.459816 23.351744 1.1123 -0.3716 -0.2187
C 12.682830 16.074659 24.219969 -2.4589 1.0823 0.3845
N 12.925304 16.325638 25.638257 0.6410 0.5186 -0.2751
C 11.996015 15.692462 26.536003 -1.4512 -0.9050 -0.8169
C 12.305548 15.792966 27.997458 -0.7924 -0.6274 -0.3518
O 12.371099 17.118500 28.383766 0.5417 0.7605 1.0839
C 12.721192 17.230220 29.787264 0.3702 0.3953 -1.9573
H 14.544321 17.803812 21.184891 -0.1418 -0.2380 -0.1429
H 13.991593 16.444813 20.098344 0.6090 0.1827 -0.0028
H 15.397614 16.257363 21.279033 0.1570 -0.1897 -0.3569
H 14.069214 17.516442 23.441851 0.0367 0.2615 0.2761
H 14.690478 15.868448 23.707575 -0.0900 0.2712 -0.5572
H 12.402362 15.042134 24.069714 0.3210 -0.5555 0.0600
H 11.763512 16.621468 23.823718 0.7233 -0.3156 0.4920
H 13.030493 17.333990 25.819281 -0.2370 -0.7863 0.0121
H 11.908006 14.617427 26.268232 0.5697 0.3332 0.2144
H 10.923588 15.973270 26.393823 0.4490 0.5752 -0.0181
H 13.185111 15.229985 28.253245 0.9397 -0.0771 0.0671
H 11.490877 15.285237 28.518012 -0.2968 -0.1443 0.1851
H 11.848889 17.122291 30.387533 -0.7668 0.0134 0.6258
H 13.178815 18.214840 29.879661 -0.0939 -0.1157 0.3378
H 13.426554 16.446286 30.025741 0.3680 -0.1160 0.2559
C 23.244754 19.469983 14.157398 -0.2779 0.4839 1.1028
O 21.860149 19.586931 14.265149 -0.8854 -0.2591 -0.2853
C 21.153526 19.066787 13.163859 0.2283 1.3618 -1.4438
C 20.795542 17.599670 13.122037 0.5911 -0.6399 0.3845
N 20.160617 17.056952 14.360099 -0.4905 0.2827 -2.8392
C 19.067099 17.901637 14.799472 0.3649 1.5353 -0.6956
C 18.334246 17.235725 15.906211 0.3164 -0.6667 -0.3715
O 19.338362 16.806924 16.811429 -0.1039 0.0287 -0.1710
C 18.846248 16.204671 17.973341 -1.1643 0.0614 0.1625
H 23.526533 18.451673 14.332583 0.6288 -0.7122 -0.1123
H 23.610846 20.093962 14.969802 0.4443 -0.0777 -0.0354
H 23.599450 19.853821 13.218650 0.3243 0.0715 -0.6189
H 21.702588 19.288876 12.188204 -0.3859 -0.1608 1.0157
H 20.250996 19.686655 13.103378 -0.0474 -0.2424 0.0508
H 21.705127 16.988333 12.899600 -0.6511 0.3357 0.2554
H 20.162732 17.552206 12.211265 -0.0995 -0.4813 0.6314
H 20.870612 17.022224 15.043466 0.6691 -0.1029 1.0806
H 18.425047 18.175908 13.949253 -0.1861 -0.7557 0.0647
H 19.407250 18.916907 15.060651 0.2348 -0.2180 0.6074
H 17.790938 16.406375 15.442321 0.0301 -0.5593 0.3416
H 17.595207 17.874964 16.350809 -0.3458 0.5918 0.5787
H 19.655512 15.697519 18.490508 0.0776 0.0343 -0.0306
H 18.040981 15.472187 17.735495 0.4651 0.2240 0.1346
H 18.400575 16.979721 18.626067 0.1436 -0.3171 0.0122
C 10.895283 18.505159 14.947290 0.2989 2.1529 -0.9174
O 10.859394 17.626950 16.003726 -0.0136 -0.5477 0.9795
H 9.986680 18.537484 14.355224 -0.3610 -0.4366 -0.2443
H 10.991941 19.559727 15.303109 0.0954 -0.8150 0.1375
H 11.747523 18.355187 14.281675 0.0558 -0.1486 -0.0144
H 11.100989 16.741060 15.706651 -0.2118 -0.2825 -0.0862
C 14.038844 16.119885 16.525900 -0.4479 0.5295 -0.0732
O 13.375272 15.523236 17.619107 0.1743 -0.7192 -0.2808
H 13.652130 17.125459 16.417129 0.0032 0.5257 -0.1662
H 15.091231 16.218229 16.782428 0.2545 -0.2355 -0.2520
H 13.888881 15.645179 15.529549 0.1182 -0.2247 0.7227
H 12.537921 15.979838 17.775512 -0.0774 0.1180 0.1513
C 10.575471 17.181667 19.789813 0.7768 -0.0109 0.0939
O 11.360954 17.145786 18.589314 -0.5995 0.0039 0.9770
H 10.051482 18.119322 19.894568 0.0123 0.5434 0.0152
H 9.810201 16.421787 19.853847 -0.1270 -0.6026 -0.2884
H 11.270635 17.058904 20.613573 -0.0441 -0.0476 0.2628
H 10.892059 17.695966 17.966410 0.0354 0.0462 -0.9639
```
Forces are in eV/Å.

Results
Energy relative to the best compared isomer or geometry (same formula, charge and spin) = 0.00 kcal/mol
SMILES = CC1(C)CCCC(C)(C)N1O.CC1(C)CCCC(C)(C)N1O.CC1(C)CCCC(C)(C)N1O.COCCNCCOC.COCCNCCOC.COCCNCCOC.COCCNCCOC.CO.CO.CO
E_tot = -3571.1425 Eh
HOMO level = -0.3099 Eh
LUMO energy = 0.561 eV

=====

Record 2
Computed, not measured: 2 unconnected molecules or ions with the total composition C7H18 in a non-equilibrium geometry, with the ωB97M-V functional and the def2-TZVPD basis.

XYZ file:
```
25
Properties=species:S:1:pos:R:3:forces:R:3
C -2.513704 -2.106778 -0.210058 -0.4468 -0.7098 2.1602
C -1.926281 -1.123526 -1.142839 -0.2570 0.5256 -3.2043
C -2.064370 0.347547 -0.719749 -1.0690 -0.1586 0.2697
C -1.367572 1.350443 -1.609922 2.0843 2.4103 0.1877
H -1.982232 -2.016120 0.761758 -0.1688 0.0087 -0.3089
H -2.339122 -3.177152 -0.478880 -0.6181 0.8854 -0.1389
H -3.574045 -1.851804 0.071858 0.7957 -0.6459 -0.6420
H -2.337878 -1.267529 -2.216279 0.0423 0.3906 1.5569
H -0.895905 -1.389649 -1.367148 0.4993 0.2402 0.4879
H -3.156374 0.613316 -0.577649 1.0071 -0.3201 -0.4012
H -1.661629 0.454790 0.280476 0.2639 -0.0898 0.3573
H -1.197133 2.394930 -1.083284 -0.8869 -1.9091 -0.8245
H -1.857488 1.580106 -2.585397 0.4031 -0.4564 0.6859
H -0.257626 1.099562 -1.764420 -1.6117 -0.1720 -0.1678
C 2.538575 -0.672370 0.637052 0.0523 -0.4707 1.6144
C 2.897962 0.789812 0.848321 1.4315 0.6425 -0.9988
C 2.240720 1.399303 2.061253 1.7926 2.2167 0.2671
H 2.593650 -1.201535 1.627738 0.3474 0.2205 -0.9029
H 3.171853 -1.129368 -0.086184 0.9037 -0.4857 -0.3130
H 1.558111 -0.941214 0.278347 -0.7991 0.7135 -0.1157
H 2.705113 1.370912 -0.057424 -0.4319 -0.0363 -0.0154
H 3.998063 0.908227 0.931649 -0.3831 -0.4097 0.0365
H 2.191254 2.561046 2.053532 -0.5268 -2.0325 -0.3747
H 1.348953 0.849944 2.067821 -1.9281 0.1216 0.9812
H 2.860447 1.234954 2.959151 -0.4959 -0.4791 -0.1966
```
Forces are in eV/Å.

Results
Energy relative to the best compared isomer or geometry (same formula, charge and spin) = 25.33 kcal/mol
SMILES = CCCC.CCC
E_tot = -277.4580 Eh
HOMO level = -0.3987 Eh
LUMO energy = 1.050 eV